# 1
C4H9N2 | ωB97M-V with the def2-TZVPD basis set

Last column: natural (NBO) charge in e.
Geometry (Å):
N  1.922  -0.743  -0.248  -0.63
N  -1.132  -0.285  0.392  -0.44
C  2.260  0.592  0.363  -0.25
C  -2.549  -0.435  0.504  -0.44
C  -0.541  0.431  -0.444  0.27
C  1.335  0.514  -0.750  -0.01
H  3.235  0.931  0.195  0.23
H  1.958  0.560  1.469  0.23
H  1.407  0.805  -1.730  0.23
H  -2.943  -0.936  -0.335  0.24
H  -3.020  0.503  0.322  0.24
H  -1.142  1.124  -1.201  0.22
H  2.552  -1.339  -0.818  0.41
H  -0.472  -0.825  0.902  0.44
H  -2.870  -0.897  1.379  0.25

Computed properties:
M	85.13	g/mol
2S+1	1
relative energy (zero: lowest compared OMol25 entry of this formula, charge and spin)	4.3303	eV
total charge	+1



# 2
C4H9N2 | ωB97M-V with the def2-TZVPD basis set

Last column: natural (NBO) charge in e.
Geometry (Å):
N  -2.217  0.430  -0.011  -0.75
N  0.502  1.035  -0.050  -0.22
C  -1.170  -0.602  0.353  0.08
C  1.766  0.550  0.333  -0.27
C  0.083  -0.312  -0.555  -0.18
C  1.416  -0.863  -0.081  -0.46
H  2.140  -1.363  -0.741  0.26
H  2.009  0.721  1.301  0.23
H  -0.750  -0.584  1.437  0.22
H  -2.883  -0.099  -0.655  0.45
H  2.540  1.109  -0.465  0.26
H  -1.853  1.147  -0.716  0.47
H  1.478  -1.661  0.604  0.25
H  -0.312  -0.313  -1.502  0.21
H  -2.748  0.805  0.749  0.46

Computed properties:
M	85.13	g/mol
2S+1	1
relative energy (zero: lowest compared OMol25 entry of this formula, charge and spin)	6.6369	eV
total charge	+1



# 3
C4H9N2 | ωB97M-V with the def2-TZVPD basis set

Last column: natural (NBO) charge in e.
Geometry (Å):
N  0.873  -0.045  0.010  -0.16
N  -0.319  0.217  -0.071  -0.04
C  -2.876  0.403  -0.011  -0.73
C  1.327  -1.452  0.034  -0.41
C  1.934  1.039  0.075  -0.37
C  -1.447  0.215  0.210  0.50
H  2.244  1.053  1.023  0.22
H  0.711  -2.120  0.608  0.23
H  1.377  1.892  -0.203  0.22
H  2.644  0.624  -0.661  0.23
H  2.334  -1.383  0.175  0.23
H  1.100  -1.812  -0.925  0.22
H  -3.245  -0.524  -0.083  0.27
H  -3.504  0.817  0.715  0.28
H  -3.153  1.077  -0.898  0.29

Computed properties:
M	85.13	g/mol
SMILES	CC#[N+]N(C)C
2S+1	1
relative energy (zero: lowest compared OMol25 entry of this formula, charge and spin)	4.5451	eV
total charge	+1



# 4
C4H9N2 | ωB97M-V with the def2-TZVPD basis set

Last column: natural (NBO) charge in e.
Geometry (Å):
N  -1.045  -0.426  0.511  -0.42
N  2.044  -0.146  0.063  -0.25
C  -2.249  -0.453  -0.122  -0.51
C  2.222  -1.353  0.100  0.07
C  0.390  1.542  -0.552  -0.21
C  1.244  0.913  0.300  0.07
H  -1.035  -0.026  1.450  0.33
H  -0.146  2.523  -0.325  0.26
H  -2.463  -1.466  -0.273  0.26
H  1.582  -2.123  0.576  0.24
H  -2.151  0.005  -1.133  0.24
H  -3.242  0.035  0.229  0.21
H  0.409  1.418  -1.681  0.24
H  3.135  -1.719  -0.478  0.23
H  1.306  1.276  1.335  0.25

Computed properties:
M	85.13	g/mol
2S+1	1
relative energy (zero: lowest compared OMol25 entry of this formula, charge and spin)	6.4391	eV
total charge	+1